Record 1
Computed, not measured: an isolated molecule of C5H7NOS, with the ωB97M-V functional and the def2-TZVPD basis.

```
15
Properties=species:S:1:pos:R:3
C 1.28869 -0.44076 -0.19728
C 0.12691 -0.21335 -1.18343
C 0.45664 1.28961 -1.07687
C 0.97654 0.98738 0.34948
C -0.18622 0.91440 1.29603
H 1.94864 -1.59239 1.22302
H 2.24024 -0.41528 -0.74415
H 0.12095 -0.72294 -2.14472
H -0.36713 2.01006 -1.15071
H 1.26040 1.59590 -1.75615
H 1.81006 1.58353 0.75143
H -0.14199 1.45446 2.25830
N -1.28462 0.29661 1.07169
O 1.18752 -1.55051 0.62107
S -1.45964 -0.55057 -0.37718
```

As for the structure (SMILES): O[C@@H]1[C@@H]2C=NS[C@H]1C2. The frontier orbital gap comes out at 0.329 hartree. The HOMO energy is -8.35 eV. As for the spin multiplicity: 1. The LUMO energy comes out at 0.022 Eh.

Mulliken atomic charge list, values in e, 5 entries:
1 C -0.439
2 C -0.060
3 C -0.878
4 C -0.050
5 C -0.133

Record 2
Computed, not measured: an isolated molecule of C5H7NOS, with the ωB97M-V functional and the def2-TZVPD basis.

```
15
Properties=species:S:1:pos:R:3
C -1.58531 0.08767 -0.53208
C -0.89945 -0.89637 -1.04951
C 1.61196 -0.33476 0.31643
C 0.88403 0.51268 1.33702
C -1.03817 1.35831 0.01927
N -0.18644 1.02634 1.10346
O 1.27287 -2.15986 -1.26996
S 0.79015 -0.79895 -1.25827
H -2.68039 -0.09752 -0.28493
H -1.35215 -1.83958 -1.13075
H 2.58317 -0.10831 -0.20019
H 1.78698 -1.18045 0.93999
H 1.20658 0.48210 2.39975
H -0.50244 1.93552 -0.76209
H -1.89140 2.01318 0.37184
```

The frontier orbital gap comes out at 0.341 hartree. The HOMO energy is -8.65 eV. As for the spin multiplicity: 1. The LUMO energy comes out at 0.023 Eh.

Mulliken atomic charge list, values in e, 5 entries:
1 C -0.107
2 C -0.344
3 C -0.563
4 C 0.026
5 C -0.506

Record 3
Computed, not measured: an isolated molecule of C5H7NOS, with the ωB97M-V functional and the def2-TZVPD basis.

```
15
Properties=species:S:1:pos:R:3
C -2.35923 0.00267 0.03489
C -0.86521 -0.21729 0.31601
C 0.11286 0.69051 -0.49791
C 1.48752 0.19791 -0.53411
C 2.05719 -0.22714 0.79078
H -3.78043 1.18397 -0.00346
H -0.48260 -1.33648 0.83246
H -0.08295 1.82070 -1.02478
H 1.80433 0.64425 -1.56406
H 3.01419 0.07039 0.88069
H 1.29972 -0.16028 1.64963
H 2.47641 -1.57866 -0.79842
N 1.63399 -1.32149 -0.22503
O -2.79788 1.35453 0.26961
S -3.51790 -1.12358 -0.12631
```

As for the structure (SMILES): OC(=S)/C=C/[C@H]1CN1. The frontier orbital gap comes out at 0.300 hartree. The HOMO energy is -8.59 eV. As for the spin multiplicity: 1. The LUMO energy comes out at -0.015 Eh.

Mulliken atomic charge list, values in e, 5 entries:
1 C 0.236
2 C -0.321
3 C -0.196
4 C 0.117
5 C -0.566

Record 4
Computed, not measured: a cluster of 2 separate species, C5H7NOS in total, with the ωB97M-V functional and the def2-TZVPD basis.

```
15
Properties=species:S:1:pos:R:3
C -1.89289 0.59042 0.04966
C -0.39593 0.15855 -0.14711
C -0.08132 -0.69813 -1.25349
C 1.41480 -1.15080 -1.15191
C 0.04416 0.18278 1.26044
H -2.25991 1.02983 -1.10057
H -2.75956 -0.56135 0.21931
H -2.26235 1.49977 0.66612
H -0.89973 -0.93627 -2.09526
H 1.84377 -0.87917 -0.18767
H -0.48056 -0.39464 2.03149
H 2.65717 1.60142 1.52152
N 1.05929 0.71472 1.67020
O 2.06103 1.10577 0.76415
S 1.95203 -2.26290 -2.24689
```

The frontier orbital gap comes out at 0.282 hartree. The HOMO energy is -8.69 eV. As for the spin multiplicity: 1. The LUMO energy comes out at -0.037 Eh.

Mulliken atomic charge list, values in e, 5 entries:
1 C -1.267
2 C 0.532
3 C -0.027
4 C -0.254
5 C -0.277

Record 5
Computed, not measured: an isolated molecule of C5H7NS, with the ωB97M-V functional and the def2-TZVPD basis.

```
14
Properties=species:S:1:pos:R:3
C 2.73480 -1.09973 0.26865
C 0.63636 -0.80361 -0.06184
C 0.98178 0.63831 -0.27110
C -0.76500 -1.27343 -0.15841
C -0.05091 1.70214 -0.30171
N 1.58144 -1.67477 0.22468
S 2.67737 0.63732 0.11537
H 3.66139 -1.51045 0.62049
H -1.21726 -1.04721 -1.18216
H -0.77392 -2.36441 0.19024
H -1.41402 -0.76016 0.54853
H 0.00662 2.44329 0.58492
H -0.13536 2.23745 -1.28941
H -0.99204 1.17892 -0.06792
```

As for the structure (SMILES): Cc1ncsc1C. The frontier orbital gap comes out at 0.334 hartree. The HOMO energy is -8.39 eV. As for the spin multiplicity: 1. The LUMO energy comes out at 0.026 Eh.

Mulliken atomic charge list, values in e, 5 entries:
1 C -0.126
2 C 0.433
3 C 0.305
4 C -1.203
5 C -0.810

Record 6
Computed, not measured: an isolated molecule of C5H7NS, with the ωB97M-V functional and the def2-TZVPD basis.

```
14
Properties=species:S:1:pos:R:3
C 3.90515 -0.40659 0.85553
C 2.67786 -0.00286 1.23762
C 1.37877 -0.69356 0.92045
C 0.30045 0.22158 0.31553
C -1.71126 -0.10181 -0.55047
H 4.77551 0.07365 1.25359
H 4.08757 -1.29607 0.27777
H 2.63455 0.78240 1.97917
H 1.50318 -1.59872 0.28484
H 0.98701 -1.00755 1.89821
H 0.02998 1.03176 1.02520
H 0.68757 0.66153 -0.58157
N -0.88279 -0.69411 0.06601
S -2.98948 0.75696 -1.45445
```

As for the structure (SMILES): C=CCCN=C=S. The frontier orbital gap comes out at 0.347 hartree. The HOMO energy is -9.30 eV. As for the spin multiplicity: 1. The LUMO energy comes out at 0.005 Eh.

Mulliken atomic charge list, values in e, 5 entries:
1 C -0.775
2 C -0.169
3 C -0.433
4 C -0.490
5 C 0.247

Record 7
Computed, not measured: an isolated molecule of C5H7NS2, with the ωB97M-V functional and the def2-TZVPD basis.

```
15
Properties=species:S:1:pos:R:3
C -0.68224 -1.19079 -1.63636
C -1.79613 -0.37787 -1.29307
C 0.32523 -0.87222 -0.76333
C -1.45815 0.31622 -0.17201
C 0.53622 0.58497 1.15545
N -0.17294 0.02302 0.14717
S 1.69502 1.89699 0.49118
S 1.40902 -0.46223 2.32484
H -0.70902 -1.58707 -2.66789
H -2.79107 -0.34292 -1.86011
H 1.26440 -1.34814 -0.65106
H -2.07668 1.09076 0.34644
H -0.17792 1.17382 1.80573
H 1.39536 1.78230 -0.83214
H 2.00069 -1.20342 1.53013
```

The frontier orbital gap (alpha / beta) comes out at 0.172 / 0.158 hartree. The HOMO energy (alpha / beta) is -3.96 / -7.92 eV. As for the expectation value of S²: 2.02. As for the spin multiplicity: 3. The LUMO energy (alpha / beta) comes out at 0.027 / -0.133 Eh.

Mulliken atomic charge list, values in e, 5 entries:
1 C -0.622
2 C -0.290
3 C -0.269
4 C -0.245
5 C -0.304

Record 8
Computed, not measured: a structure of composition C5H7O5Rh, with the ωB97M-V functional and the def2-TZVPD basis.

```
18
Properties=species:S:1:pos:R:3
O 3.78658 2.27253 -0.66151
C 2.80324 2.50640 -0.07934
O 2.05306 2.89498 0.72512
O 1.47771 0.37514 -2.75910
C 1.19987 0.87885 -1.65554
O -0.16852 0.57673 -1.41782
C -0.76262 0.90888 -0.16884
C -1.29910 -0.30419 0.54807
O -0.26401 -1.23190 0.74828
C -0.67806 -2.39503 1.42311
Rh -0.37353 -0.61767 -3.05108
H -1.58335 1.60911 -0.37152
H -0.00401 1.39580 0.45697
H -2.11556 -0.76097 -0.04138
H -1.72701 0.02300 1.51337
H 0.17627 -3.08164 1.44780
H -1.01357 -2.15142 2.44570
H -1.50739 -2.89859 0.89772
```

The frontier orbital gap (alpha / beta) comes out at 0.237 / 0.196 hartree. The HOMO energy (alpha / beta) is -11.73 / -14.08 eV. As for the expectation value of S²: 8.76. As for the spin multiplicity: 6. Its charge is +1. The LUMO energy (alpha / beta) comes out at -0.194 / -0.322 Eh.

Mulliken atomic charge list, values in e, 5 entries:
1 O -0.324
2 C 0.782
3 O -0.359
4 O -0.393
5 C 0.597

The records above give, respectively, DFT total energy values of -722.85010; -722.76058; -722.69677; -722.64853; -647.63017; -647.58232; -1045.61227; -680.91755 Eh.
The records above give, respectively, ΔE to the lowest compared entry with this formula, charge and spin values of 178.47; 413.50; 581.03; 707.69; 70.53; 196.17; 244.41; 0.00 kJ/mol.
The records above give, respectively, F_max values of 0.83; 4.97; 5.99; 5.85; 5.33; 6.46; 4.41; 6.04 eV/Å.